The following is a quantum chemistry calculation of a molecular structure, H4O6P2PdS2, from OMol25.

XYZ file:
```
15
Properties=species:S:1:pos:R:3:lowdin_charge:R:1
Pd 2.1191 -1.8389 0.1863 1.0292
S -0.2923 -2.2719 2.4789 0.6774
S 0.4908 0.7492 -0.6932 0.9912
P 0.1034 -0.4031 2.1339 0.0489
P -0.9362 0.1494 -3.0971 0.7341
O -0.1458 0.6775 -4.1871 -0.2949
O 0.1008 -0.3107 -1.7585 -0.5231
O -1.1287 0.5301 1.9205 -0.0999
O 0.8545 -0.5024 0.7219 -0.6349
O 1.7582 1.3049 -0.9701 -0.2509
O 1.0748 0.2192 3.1685 -0.0761
H -1.7060 0.5170 2.7106 0.1469
H -1.8267 1.0573 -2.5091 0.0507
H 1.0972 1.1922 3.2201 0.1451
H -1.5631 -1.0700 -3.3256 0.0562
```

Summary:
gap between HOMO and LUMO	4.968	eV
strongest force on any atom	2.43	eV/Å
charge	+2